1.
The molecule C24H33N5O3 in a non-equilibrium geometry, computed with wB97M-V/def2-TZVPD.

HOMO (eV): -8.74
Energy above the lowest of the compared OMol25 structures with the same formula, charge and spin (kcal per mole): 0.00
Kohn-Sham gap (Ha): 0.33850

```
! RIJCOSX wB97M-V def2-TZVPD def2/J DEFGRID3
* xyz 0 1
C -5.3977 -2.0236 -1.0818
H -6.2963 -2.1099 -0.4733
C -4.6479 -0.7371 -0.7556
C -4.3586 -0.5716 0.7373
H -5.2990 -0.5849 1.2923
H -3.8867 0.4025 0.9003
C -3.4476 -1.6601 1.3170
N -2.1947 -1.7127 0.5904
C -1.8683 -2.7215 -0.2346
O -2.5227 -3.7347 -0.3536
C -0.5687 -2.5516 -1.0289
N 0.1297 -1.2940 -0.8335
C -0.4327 -0.1923 -1.4745
O -1.4348 -0.3031 -2.1466
N 0.1957 1.0196 -1.3047
C 1.3159 1.0963 -0.5385
C 1.8675 -0.0236 0.0681
N 2.9745 0.4364 0.7440
C 3.0284 1.7567 0.5032
N 2.0476 2.1966 -0.2574
H 3.7915 2.3944 0.9030
C 3.9125 -0.3734 1.4762
H 4.4779 0.2805 2.1428
C 4.8437 -1.1421 0.5338
H 5.4951 -1.7707 1.1428
C 5.6979 -0.2496 -0.3730
C 6.3693 -1.1064 -1.4444
H 6.9691 -0.4876 -2.1074
H 7.0197 -1.8466 -0.9836
H 5.6260 -1.6283 -2.0425
C 6.7565 0.5118 0.4221
H 6.3068 1.1785 1.1538
H 7.3672 1.1136 -0.2468
H 7.4084 -0.1843 0.9457
H 5.0458 0.4762 -0.8738
H 4.2277 -1.8022 -0.0796
H 3.3456 -1.0942 2.0710
C 1.2833 -1.3247 -0.0369
O 1.6819 -2.3529 0.4742
C -0.4171 2.2240 -1.8533
C -1.4423 2.7586 -0.8867
C -2.7929 2.4985 -1.0717
C -3.7212 2.9544 -0.1509
C -3.3053 3.6633 0.9634
C -1.9573 3.9186 1.1553
C -1.0282 3.4691 0.2339
H 0.0248 3.6648 0.3761
H -1.6298 4.4716 2.0236
H -4.0303 4.0162 1.6820
H -4.7715 2.7549 -0.3031
H -3.1134 1.9309 -1.9319
H -0.8848 1.9531 -2.8017
H 0.3879 2.9440 -2.0079
H 0.1108 -3.3551 -0.7330
H -0.8250 -2.6646 -2.0854
H -1.6441 -0.8692 0.6005
C -3.1664 -1.4101 2.7967
H -2.5022 -2.1764 3.1887
H -2.6986 -0.4364 2.9357
H -4.0932 -1.4310 3.3631
H -3.9085 -2.6431 1.1905
H -3.7118 -0.7123 -1.3164
H -5.2474 0.1179 -1.0781
H -5.6910 -2.0273 -2.1289
H -4.7707 -2.8934 -0.9073
*
```

2.
A cluster of 3 separate species, C24H34Br2ClF17N4O5P in total in a non-equilibrium geometry, computed with wB97M-V/def2-TZVPD.

HOMO (eV): -11.32
Kohn-Sham gap (Ha): 0.27229

```
! RIJCOSX wB97M-V def2-TZVPD def2/J DEFGRID3
* xyz 1 1
C -6.2036 -1.3677 1.6640
C -4.7732 -1.6626 1.3409
Br -4.4234 -2.1051 -0.4624
C -3.7470 -1.5929 2.1821
Br -4.1170 -1.1609 3.9959
N -2.4121 -1.7993 1.7948
C -1.6156 -0.7739 1.0366
C -2.2745 0.5876 0.9719
C -1.4930 1.6109 0.1077
C -0.0457 1.2531 -0.2313
C 0.6610 2.2988 -1.1172
N 0.0957 3.6456 -0.9825
C -1.6798 -2.7170 2.5326
N -1.7262 -4.0851 2.2431
C -3.0730 -4.6703 2.4862
C -2.8500 -6.0806 3.0136
O -2.9376 -6.3286 4.1853
P -0.8905 -4.3116 0.6999
O -2.1519 -4.9266 -0.1204
O -0.1646 -5.7214 1.0459
N -0.9014 -2.3976 3.5299
Cl -0.7366 -0.8022 4.0733
C -0.0698 -3.3712 4.2832
C 1.3050 -3.5773 3.6406
C 2.4020 -2.6608 4.1546
F 2.5095 -1.5629 3.3158
H -6.5193 -1.9601 2.5230
H -6.3362 -0.3111 1.8985
H -6.8427 -1.6229 0.8248
H -0.6305 -0.6792 1.4844
H -1.4563 -1.1811 0.0368
H -3.2842 0.4910 0.5768
H -2.3741 0.9792 1.9890
H -2.0354 1.7560 -0.8283
H -1.5137 2.5774 0.6042
H 0.5357 1.1129 0.6867
H -0.0138 0.3022 -0.7677
H 0.5521 1.9990 -2.1602
H 1.7321 2.2721 -0.8925
H 0.5067 4.2390 -1.6928
H 0.4001 4.0605 -0.1073
H -3.5713 -4.1180 3.2843
H -3.6951 -4.6470 1.5925
H -2.5684 -6.8607 2.2857
H -2.3011 -4.4245 -0.9313
H 0.7746 -5.6441 0.8270
H 0.0231 -2.9481 5.2807
H -0.6402 -4.2907 4.3646
H 1.2208 -3.3827 2.5692
H 1.5836 -4.6242 3.7532
H 2.1820 -2.2774 5.1529
H 3.3695 -3.1584 4.1837
C 5.1755 -4.6116 -1.4487
C 6.0148 -4.1372 -2.6415
C 6.5150 -2.6886 -2.6158
F 5.4654 -1.8379 -2.6029
F 7.2391 -2.4636 -3.7278
F 5.3588 -4.3762 -3.7923
F 7.1443 -4.9018 -2.6210
O 3.7707 -4.6074 -1.6444
C 2.9966 -3.5394 -1.3531
C 2.2151 -3.0353 -2.5771
F 3.0611 -2.6213 -3.5293
F 1.4467 -1.9874 -2.1878
F 3.6615 -2.5473 -0.7487
F 2.0281 -3.9534 -0.4651
H 5.4291 -5.6629 -1.3282
H 5.4596 -4.0921 -0.5334
H 7.1391 -2.5100 -1.7363
H 1.5762 -3.8306 -2.9659
C -1.7067 9.1376 -2.6228
C -0.9504 9.2366 -1.2926
C 0.4765 9.7946 -1.3258
F 1.2768 8.9982 -2.0638
F 0.9540 9.8263 -0.0628
F -0.9601 8.0469 -0.6566
F -1.6538 10.1287 -0.5332
O -1.7265 7.8655 -3.2360
C -0.7857 7.4751 -4.1388
C -0.0661 6.1987 -3.6794
F 0.5573 6.4177 -2.5002
F 0.8666 5.8616 -4.5954
F 0.0927 8.4494 -4.4265
F -1.4235 7.1475 -5.2879
H -2.7459 9.3307 -2.3622
H -1.3890 9.9189 -3.3137
H 0.4866 10.8066 -1.7380
H -0.7842 5.3839 -3.5668
*
```

3.
A structure of composition C24H34Cl2N3O4P2V in a non-equilibrium geometry, computed with wB97M-V/def2-TZVPD.

HOMO (spin up / spin down) (eV): -9.46 / -9.46
Kohn-Sham gap (spin up / spin down) (Ha): 0.21607 / 0.21379

```
! RIJCOSX wB97M-V def2-TZVPD def2/J DEFGRID3
* xyz 1 2
V -0.6466 0.2154 -0.8651
O -2.4937 -2.0129 -4.4505
C -2.1597 -0.8241 -4.0073
O -2.9913 0.0116 -3.6681
C -0.6795 -0.6058 -4.0555
C -0.0504 -0.9263 -5.2456
C 1.3297 -0.7940 -5.3386
C 2.0267 -0.4373 -4.2068
C 1.3189 -0.1778 -3.0387
N -0.0133 -0.1898 -2.9654
C 2.0746 0.0178 -1.7372
O 3.2833 0.0620 -1.7528
O 1.3137 0.0766 -0.6907
H -3.4584 -2.1128 -4.4579
H -0.6332 -1.2768 -6.0839
H 1.8418 -1.0155 -6.2649
H 3.1054 -0.3828 -4.1707
C 1.8240 2.7860 0.0667
P 0.0792 2.6154 -0.4086
C -0.1331 3.8795 -1.7024
C -0.7822 3.2634 1.0666
C -0.9652 4.6297 1.2640
C -1.4968 5.1044 2.4532
C -1.8356 4.2156 3.4627
C -1.6716 2.8522 3.2712
C -1.1670 2.3632 2.0714
P -1.0447 0.5694 1.7041
C -1.0417 -0.3163 3.2948
C -2.2450 1.3854 -1.1915
H 2.0154 3.8025 0.4126
H 2.4741 2.5528 -0.7762
H 2.0459 2.0734 0.8593
H 0.3148 4.8310 -1.4176
H -1.1894 4.0304 -1.9193
H 0.3587 3.5314 -2.6114
H -0.6826 5.3389 0.4971
H -1.6322 6.1682 2.5951
H -2.2361 4.5813 4.3986
H -1.9551 2.1735 4.0652
H -1.9615 -0.1191 3.8394
H -0.1813 -0.0329 3.8992
H -0.9771 -1.3807 3.0757
H -2.6251 2.3859 -1.3945
H -2.4207 0.3941 1.4174
H -3.7546 0.1595 -2.5936
Cl -3.8688 0.3720 -1.2001
C -5.4379 0.6939 -0.6368
Cl -1.5958 -1.8357 -0.8647
H -5.4260 0.4948 0.4282
H -5.7857 1.6763 -0.9372
C 1.8864 -2.9500 0.2886
C 2.9234 -4.0188 0.7353
N 2.9884 -4.0706 2.1953
C 3.2991 -2.7381 2.7069
C 2.1690 -1.7432 2.3168
N 1.1872 -2.4094 1.4587
C 0.5828 -3.5233 2.1947
C 1.6871 -4.4881 2.7097
H 1.1414 -3.3664 -0.3942
H 2.3816 -2.1212 -0.2179
H 3.9179 -3.7844 0.3513
H 2.6546 -5.0127 0.3721
H 4.2576 -2.4269 2.2873
H 3.4180 -2.8008 3.7903
H 2.5668 -0.8836 1.7713
H 1.6529 -1.3682 3.2054
H -0.1128 -4.0300 1.5220
H -0.0014 -3.1278 3.0296
H 1.4971 -5.5136 2.3876
H 1.7358 -4.4900 3.8004
*
```

4.
A structure of composition C24H34ClIIrN3O4PSi in a non-equilibrium geometry, computed with wB97M-V/def2-TZVPD.

HOMO (spin up / spin down) (eV): -13.47 / -13.46
Energy above the lowest of the compared OMol25 structures with the same formula, charge and spin (kcal per mole): 43.16
Kohn-Sham gap (spin up / spin down) (Ha): 0.22270 / 0.18730

```
! RIJCOSX wB97M-V def2-TZVPD def2/J DEFGRID3
* xyz 2 2
Ir -0.1344 0.2649 0.3817
C -1.7578 1.3193 -2.8909
C -0.2828 1.4976 -2.7146
C 0.5575 1.9301 -3.7320
C 1.9204 2.0755 -3.4799
C 2.4385 1.8371 -2.2207
C 1.5435 1.4560 -1.2209
N 0.2462 1.2629 -1.5137
N 1.7783 1.1967 0.0825
Si 2.7668 2.1378 1.1958
C 2.6699 3.9243 0.5907
C 1.9940 1.9628 2.9007
C 4.5484 1.5238 1.2200
H -2.2154 2.2616 -3.1924
H -2.2044 0.9842 -1.9567
H -1.9714 0.5855 -3.6679
H 0.1464 2.1667 -4.7027
H 2.5786 2.3875 -4.2803
H 3.4957 1.9104 -2.0089
H 1.6276 4.2054 0.4244
H 3.2261 4.0800 -0.3332
H 3.0867 4.5864 1.3518
H 1.0432 2.4981 2.9529
H 2.6610 2.4018 3.6442
H 1.8262 0.9211 3.1833
H 5.0080 1.5299 0.2317
H 4.6003 0.5123 1.6253
H 5.1298 2.1798 1.8708
Cl -4.5226 2.8637 5.2775
C -3.4522 2.7220 3.9681
C -3.0737 3.8598 3.2691
C -2.1907 3.7780 2.2102
I -1.6235 5.4416 1.1107
C -1.6022 2.5272 1.8167
O -0.7825 2.4232 0.8785
C -2.0078 1.3517 2.5687
N -1.4481 0.1913 2.1825
C -1.7853 -0.9348 2.8066
C -2.7155 -0.9532 3.8439
C -3.2993 0.2258 4.2456
C -2.9362 1.4283 3.6128
H -3.4716 4.8206 3.5657
H -1.3160 -1.8469 2.4673
H -2.9645 -1.8907 4.3197
H -4.0373 0.2412 5.0360
C 2.7991 -3.9282 -1.0214
C 1.6466 -3.5830 -0.1039
O 0.5132 -3.1430 -0.9011
P -0.2578 -1.7659 -0.8374
O -1.6999 -2.0534 -0.2267
C -2.5109 -3.2100 -0.5985
C -2.2804 -4.3622 0.3559
O -0.5689 -1.5094 -2.3657
C 0.2147 -1.9674 -3.5000
C -0.4913 -3.1107 -4.1956
H 3.5890 -4.4117 -0.4483
H 3.2049 -3.0307 -1.4889
H 2.4699 -4.6197 -1.7963
H 1.9204 -2.7994 0.6055
H 1.3210 -4.4645 0.4475
H -2.2838 -3.4939 -1.6264
H -3.5409 -2.8633 -0.5550
H -1.2521 -4.7144 0.2981
H -2.9457 -5.1847 0.0971
H -2.4873 -4.0577 1.3825
H 1.2068 -2.2748 -3.1706
H 0.3149 -1.1070 -4.1605
H -0.6518 -3.9367 -3.5020
H 0.1257 -3.4692 -5.0185
H -1.4539 -2.7876 -4.5901
*
```

5.
A structure of composition C24H34ClIIrN3O4PSi in a non-equilibrium geometry, computed with wB97M-V/def2-TZVPD.

HOMO (spin up / spin down) (eV): -13.22 / -14.65
Kohn-Sham gap (spin up / spin down) (Ha): 0.25250 / 0.23064

```
! RIJCOSX wB97M-V def2-TZVPD def2/J DEFGRID3
* xyz 2 6
Ir -0.2984 0.0409 0.0520
C 3.5971 0.6803 1.3629
C 3.0664 -0.6993 1.1938
C 3.9200 -1.7849 1.4690
C 3.4201 -3.0767 1.4188
C 2.0892 -3.2754 1.1120
C 1.2821 -2.1481 0.8411
N 1.8100 -0.8916 0.8388
N -0.0241 -2.1422 0.5999
Si -1.2288 -3.3803 0.8399
C -0.6908 -4.6625 2.1547
C -2.8468 -2.5262 1.3733
C -1.5680 -4.1931 -0.8718
H 3.9350 0.7898 2.3926
H 2.8325 1.4222 1.1710
H 4.4604 0.8484 0.7203
H 4.9533 -1.6021 1.7201
H 4.0627 -3.9145 1.6401
H 1.6530 -4.2574 1.0841
H -0.1038 -4.2053 2.9488
H -0.1210 -5.4833 1.7266
H -1.5806 -5.0934 2.6072
H -2.7335 -1.9978 2.3144
H -3.6004 -3.2959 1.5010
H -3.1975 -1.8307 0.6203
H -0.7559 -4.8512 -1.1608
H -1.7008 -3.4353 -1.6349
H -2.4773 -4.7796 -0.7999
Cl 2.2047 6.5612 1.3169
C 1.3222 5.1039 1.3558
C 0.3756 4.9116 2.3512
C -0.3340 3.7266 2.4369
I -1.7961 3.4099 3.8959
C -0.1069 2.6427 1.5429
O -0.6961 1.5353 1.6813
C 0.8373 2.8791 0.4657
N 1.0116 1.8773 -0.4221
C 1.8400 2.0408 -1.4373
C 2.5606 3.2214 -1.6322
C 2.4397 4.2439 -0.7179
C 1.5505 4.0986 0.3649
H 0.1938 5.6957 3.0732
H 1.9638 1.2010 -2.1088
H 3.2132 3.3111 -2.4853
H 3.0211 5.1486 -0.8194
C -2.5407 3.3757 -3.4151
C -2.0984 1.9691 -3.0508
O -2.7961 1.5921 -1.8648
P -2.4535 0.3179 -0.9464
O -2.7046 -0.9906 -1.8102
C -3.9503 -1.3138 -2.4775
C -3.6643 -1.7307 -3.9080
O -3.7343 0.3839 -0.0086
C -4.2022 1.5762 0.6547
C -5.6113 1.9039 0.1937
H -2.2752 3.5868 -4.4467
H -2.0724 4.1161 -2.7720
H -3.6198 3.4570 -3.3009
H -1.0157 1.9158 -2.8797
H -2.3603 1.2655 -3.8467
H -4.6109 -0.4452 -2.4534
H -4.4082 -2.1297 -1.9113
H -3.1636 -0.9296 -4.4464
H -4.5974 -1.9547 -4.4199
H -3.0297 -2.6131 -3.9357
H -3.5278 2.4082 0.4391
H -4.1805 1.3732 1.7294
H -5.6423 2.0509 -0.8828
H -5.9379 2.8144 0.6867
H -6.2973 1.1054 0.4578
*
```

6.
A structure of composition C24H34ClN2O7ReSSi, computed with wB97M-V/def2-TZVPD.

HOMO (spin up / spin down) (eV): -11.40 / -12.17
Energy above the lowest of the compared OMol25 structures with the same formula, charge and spin (kcal per mole): 0.00
Kohn-Sham gap (spin up / spin down) (Ha): 0.28959 / 0.26577

```
! RIJCOSX wB97M-V def2-TZVPD def2/J DEFGRID3
* xyz 1 4
Re 0.5918 1.0027 -0.9657
O 0.6273 0.0313 -4.9034
C 0.6032 0.5539 -3.8274
O 0.6010 -0.0868 -2.6621
C 0.5938 2.0681 -3.6624
C 0.5773 3.0301 -4.6528
C 0.6182 4.3673 -4.2641
C 0.6909 4.7246 -2.9197
C 0.7043 3.7119 -1.9803
N 0.6476 2.4445 -2.3858
C 0.8292 3.8412 -0.4663
O 0.9582 4.9037 0.0691
O 0.7832 2.6674 0.1528
H 0.5361 2.7279 -5.6894
H 0.5991 5.1410 -5.0195
H 0.7392 5.7539 -2.5941
C 0.5332 -2.2836 2.1922
C 1.2769 -1.1534 1.5028
C 2.4294 -1.7191 0.6909
C 1.7211 -0.0777 2.4750
O 0.3304 -0.4853 0.5326
Si -1.3789 -0.4182 0.7453
S -1.7317 0.9877 -0.7933
O -2.1134 -1.8264 0.5464
C -2.3837 -2.7637 -0.5287
C -3.6330 -2.2862 -1.2528
C -2.6208 -4.1015 0.1533
C -1.1910 -2.8252 -1.4670
O -1.5800 0.1031 2.2499
C -2.7766 0.1631 3.0858
C -2.9916 -1.2054 3.7117
C -3.9619 0.5795 2.2281
C -2.4693 1.2130 4.1394
H 1.2148 -2.7439 2.9078
H 0.2200 -3.0450 1.4792
H -0.3337 -1.9298 2.7445
H 2.9716 -2.4326 1.3113
H 3.1370 -0.9505 0.3911
H 2.0638 -2.2523 -0.1883
H 2.5090 -0.4744 3.1164
H 0.8913 0.2573 3.0940
H 2.1216 0.7849 1.9392
H -4.4764 -2.2363 -0.5639
H -3.8873 -2.9763 -2.0573
H -3.4721 -1.2992 -1.6867
H -3.4406 -4.0246 0.8669
H -1.7268 -4.4310 0.6835
H -2.8783 -4.8587 -0.5871
H -1.0139 -1.8625 -1.9492
H -1.3755 -3.5598 -2.2507
H -0.2888 -3.1282 -0.9314
H -3.1377 -1.9634 2.9430
H -3.8745 -1.1876 4.3508
H -2.1351 -1.4814 4.3282
H -4.1808 -0.1764 1.4706
H -3.7593 1.5311 1.7355
H -4.8508 0.6980 2.8470
H -1.5997 0.9197 4.7277
H -3.3175 1.3279 4.8142
H -2.2650 2.1747 3.6694
Cl 5.5503 -0.8788 -3.2351
C 4.8216 0.1752 -2.0912
C 5.5906 1.0001 -1.2829
C 4.9384 1.8212 -0.3787
C 3.5589 1.7963 -0.3103
N 2.8220 0.9955 -1.0961
C 3.4433 0.1930 -1.9723
H 6.6687 0.9919 -1.3634
H 5.4917 2.4815 0.2730
H 3.0148 2.4182 0.3866
H 2.8250 -0.4571 -2.5757
*
```